(1)
Formula: C6H16
Source: OMol25
Level of theory: ωB97M-V with the def2-TZVPD basis set

Relative energy (zero: lowest compared OMol25 entry of this formula, charge and spin) = 19.9 kcal/mol
Net charge = +1
Calculated total energy = -6470.0016 eV
2S+1 = 2
Kohn-Sham gap (alpha / beta) = 10.49 / 2.86 eV

Geometry (Å):
1 C -1.866 2.993 -0.616
2 C -1.783 1.704 -1.429
3 C -2.790 0.640 -0.856
4 H -2.033 2.818 0.446
5 H -1.003 3.641 -0.758
6 H -2.792 3.552 -0.814
7 H -1.994 1.851 -2.478
8 H -0.834 1.168 -1.348
9 H -2.880 -0.195 -1.551
10 H -3.758 1.108 -0.701
11 H -2.321 0.184 0.012
12 C 3.071 -0.859 1.166
13 C 1.943 -1.910 1.563
14 C 1.474 -2.525 0.236
15 H 2.583 -0.043 0.621
16 H 3.575 -0.607 2.103
17 H 3.820 -1.223 0.456
18 H 2.499 -2.696 2.110
19 H 1.107 -1.563 2.166
20 H 0.579 -3.144 0.488
21 H 2.320 -3.015 -0.250
22 H 1.084 -1.878 -0.566

Formally, the Löwdin partial charges of the atoms, in units of the elementary charge, are as follows: -0.129, -0.306, -0.123, 0.065, 0.065, 0.079, 0.091, 0.076, 0.059, 0.072, 0.053, 0.052, -0.125, 0.016, 0.116, 0.130, 0.114, 0.155, 0.135, 0.163, 0.113, 0.129

(2)
Formula: C43H70BF3N10SSi4TeTi
Source: OMol25
Level of theory: ωB97M-V with the def2-TZVPD basis set

Relative energy (zero: lowest compared OMol25 entry of this formula, charge and spin) = 23.9 kcal/mol
Net charge = -2
Calculated total energy = -142221.9303 eV
2S+1 = 3
Kohn-Sham gap (alpha / beta) = 4.92 / 6.13 eV

Geometry (Å):
1 Ti -1.055 0.941 -0.090
2 C 1.853 5.734 -0.366
3 C 1.633 4.349 -0.882
4 C 2.318 3.722 -1.889
5 C 1.752 2.439 -2.017
6 N 0.765 2.308 -1.119
7 N 0.705 3.481 -0.434
8 B -0.328 3.817 0.656
9 N -0.217 2.896 1.880
10 N -0.577 1.580 1.928
11 C -0.423 1.194 3.209
12 C 0.037 2.288 3.963
13 C 0.150 3.340 3.097
14 C 0.604 4.727 3.416
15 C -0.615 -0.130 3.939
16 C -1.604 0.121 5.092
17 C 0.756 -0.541 4.500
18 C -1.165 -1.311 3.157
19 N -1.761 3.853 0.107
20 N -2.409 2.794 -0.451
21 C -3.619 3.238 -0.823
22 C -3.739 4.594 -0.457
23 C -2.549 4.946 0.123
24 C -2.168 6.277 0.683
25 C -4.774 2.556 -1.550
26 C -4.564 1.111 -1.986
27 C -6.001 2.590 -0.621
28 C -5.066 3.384 -2.813
29 C 2.314 1.472 -3.056
30 C 3.806 1.278 -2.728
31 C 1.668 0.077 -3.159
32 C 2.194 2.160 -4.428
33 H 2.674 6.190 -0.918
34 H 2.110 5.729 0.695
35 H 0.965 6.353 -0.496
36 H 3.131 4.147 -2.454
37 H -0.074 4.917 1.029
38 H 0.263 2.311 5.015
39 H 0.853 4.781 4.476
40 H -0.174 5.463 3.207
41 H 1.490 4.998 2.839
42 H -1.257 0.898 5.775
43 H -1.741 -0.804 5.659
44 H -2.569 0.422 4.679
45 H 1.151 0.205 5.194
46 H 1.466 -0.668 3.681
47 H 0.669 -1.494 5.032
48 H -0.531 -1.577 2.315
49 H -1.232 -2.161 3.837
50 H -2.165 -1.091 2.809
51 H -4.582 5.248 -0.604
52 H -2.998 6.970 0.549
53 H -1.292 6.686 0.176
54 H -1.943 6.207 1.749
55 H -4.389 0.475 -1.131
56 H -3.734 1.009 -2.676
57 H -5.470 0.761 -2.489
58 H -5.801 2.000 0.274
59 H -6.867 2.161 -1.134
60 H -6.244 3.611 -0.321
61 H -4.197 3.394 -3.472
62 H -5.311 4.418 -2.566
63 H -5.908 2.950 -3.358
64 H 3.908 0.821 -1.741
65 H 4.348 2.226 -2.729
66 H 4.262 0.617 -3.471
67 H 2.325 -0.680 -2.737
68 H 1.478 -0.177 -4.205
69 H 0.734 0.032 -2.623
70 H 2.702 3.126 -4.446
71 H 1.145 2.319 -4.683
72 H 2.639 1.524 -5.197
73 F -5.259 -1.744 2.776
74 C -5.440 -1.852 1.443
75 F -6.343 -0.909 1.091
76 F -6.083 -3.046 1.266
77 C -4.181 -1.806 0.647
78 C -3.913 -2.857 -0.222
79 C -2.757 -2.796 -0.988
80 C -1.895 -1.738 -0.827
81 N -2.142 -0.691 -0.006
82 C -3.319 -0.687 0.707
83 S -3.632 0.711 1.632
84 H -4.591 -3.695 -0.287
85 H -2.527 -3.572 -1.706
86 H -0.964 -1.702 -1.376
87 N -1.320 0.840 -2.066
88 C -1.475 1.220 -3.151
89 C -1.631 1.578 -4.484
90 C -1.516 0.591 -5.485
91 N -1.426 -0.213 -6.311
92 C -1.888 2.913 -4.854
93 N -2.083 4.008 -5.170
94 C 3.911 -2.902 3.468
95 Si 4.175 -2.730 1.586
96 C 5.483 -4.059 1.177
97 C 5.060 -1.073 1.321
98 Si 2.156 -2.842 0.373
99 Te 1.354 -0.492 0.373
100 Si 1.095 -4.767 1.279
101 C 2.371 -6.159 1.571
102 C 0.176 -4.665 2.940
103 C -0.188 -5.508 0.095
104 Si 2.809 -3.645 -1.756
105 C 3.521 -5.420 -1.810
106 C 1.435 -3.658 -3.068
107 C 4.247 -2.582 -2.413
108 H 4.832 -3.183 3.985
109 H 3.160 -3.668 3.685
110 H 3.551 -1.965 3.898
111 H 6.400 -3.899 1.749
112 H 5.743 -4.046 0.115
113 H 5.110 -5.060 1.412
114 H 5.891 -0.920 2.014
115 H 4.344 -0.258 1.449
116 H 5.448 -1.002 0.300
117 H 3.085 -5.880 2.352
118 H 2.943 -6.379 0.667
119 H 1.875 -7.080 1.887
120 H 0.714 -4.059 3.673
121 H 0.028 -5.659 3.369
122 H -0.807 -4.215 2.795
123 H 0.245 -5.738 -0.884
124 H -0.998 -4.796 -0.059
125 H -0.625 -6.428 0.495
126 H 2.740 -6.175 -1.687
127 H 4.255 -5.571 -1.013
128 H 4.022 -5.610 -2.763
129 H 0.734 -4.477 -2.881
130 H 1.833 -3.782 -4.077
131 H 0.858 -2.729 -3.053
132 H 5.183 -2.872 -1.927
133 H 4.084 -1.524 -2.191
134 H 4.382 -2.682 -3.493

These are the Löwdin partial charges, in e, on atoms 1 to 99: 0.451, -0.026, -0.267, 0.002, -0.228, 0.058, 0.033, -0.533, 0.040, -0.020, -0.235, 0.002, -0.264, -0.025, -0.524, -0.049, -0.054, -0.080, 0.038, 0.066, -0.222, 0.005, -0.264, -0.026, -0.518, -0.033, -0.055, -0.045, -0.500, -0.059, -0.080, -0.046, 0.075, 0.067, 0.069, 0.103, 0.096, 0.104, 0.075, 0.067, 0.071, 0.067, 0.081, 0.076, 0.072, 0.050, 0.080, 0.018, 0.074, 0.028, 0.104, 0.074, 0.067, 0.071, 0.051, 0.055, 0.089, 0.045, 0.080, 0.071, 0.062, 0.070, 0.081, 0.070, 0.069, 0.082, 0.019, 0.086, 0.007, 0.070, 0.076, 0.082, 0.106, -0.587, 0.107, 0.081, -0.149, -0.015, -0.080, -0.155, -0.137, -0.726, 0.695, 0.111, 0.098, 0.069, 0.065, -0.159, -0.284, -0.265, 0.100, -0.273, 0.110, -0.215, 0.331, -0.227, -0.244, 0.003, 0.646

(3)
Formula: C5H34N2O12
Source: OMol25
Level of theory: ωB97M-V with the def2-TZVPD basis set

Relative energy (zero: lowest compared OMol25 entry of this formula, charge and spin) = 102.4 kcal/mol
Net charge = 0
Calculated total energy = -33285.5057 eV
Kohn-Sham gap = 9.08 eV

Geometry (Å):
1 C 0.817 2.141 -2.861
2 C -0.164 1.005 -2.936
3 C -0.092 -0.074 -1.819
4 N -0.819 -1.279 -1.970
5 C -2.340 -1.287 -1.933
6 C 1.359 -0.582 -1.801
7 N 2.243 0.119 -1.031
8 O 1.853 -1.546 -2.419
9 H 0.289 2.938 -2.285
10 H 1.784 2.100 -2.365
11 H 1.057 2.537 -3.863
12 H -1.162 1.409 -3.035
13 H -0.007 0.504 -3.927
14 H -0.244 0.298 -0.772
15 H -0.627 -1.719 -2.886
16 H -2.669 -2.072 -1.242
17 H -2.863 -1.441 -2.951
18 H -2.609 -0.267 -1.528
19 H 1.949 0.973 -0.552
20 H 3.280 -0.129 -1.026
21 O -3.262 -0.668 1.868
22 H -3.763 -0.274 1.182
23 H -2.906 -0.158 2.567
24 O 3.226 -2.705 -0.476
25 H 3.614 -3.047 -1.276
26 H 3.276 -1.791 -0.526
27 O -2.406 2.852 -0.078
28 H -1.612 2.248 0.037
29 H -2.515 3.050 0.896
30 O -0.351 -1.547 1.100
31 H -0.860 -2.364 1.183
32 H 0.336 -1.841 0.475
33 O -4.310 0.818 -0.140
34 H -3.466 1.368 -0.187
35 H -4.835 1.531 -0.541
36 O 0.085 1.478 0.872
37 H -0.279 0.970 1.661
38 H 0.968 1.066 0.826
39 O -0.011 1.858 3.690
40 H 0.546 1.087 3.625
41 H -0.438 1.840 4.517
42 O 3.258 -0.291 1.314
43 H 2.837 -0.361 2.158
44 H 3.725 -1.027 1.032
45 O 0.385 -4.310 0.490
46 H 0.168 -3.624 -0.183
47 H 1.275 -4.199 0.767
48 O 0.477 -0.763 3.331
49 H 0.277 -1.062 2.384
50 H -0.149 -1.328 3.795
51 O 2.238 2.585 2.260
52 H 1.878 1.764 2.527
53 H 1.560 3.215 2.053

Formally, the Löwdin partial charges of the atoms, in units of the elementary charge, are as follows: -0.108, -0.187, -0.324, -0.092, -0.068, -0.469, 0.131, 0.017, 0.084, 0.059, 0.083, 0.104, 0.128, 0.117, 0.117, 0.065, 0.099, 0.065, 0.084, 0.148, -0.028, -0.040, 0.010, -0.012, 0.057, -0.070, -0.086, 0.036, 0.091, -0.032, 0.078, 0.057, -0.104, 0.019, 0.064, -0.090, 0.064, 0.014, -0.042, -0.017, 0.029, -0.005, 0.034, -0.008, -0.040, 0.040, 0.012, -0.096, -0.013, 0.058, -0.029, -0.038, 0.035